{"formula": "C15H41BeCl6N3O7", "method": "ωB97M-V/def2-TZVPD", "species": ["Be", "C", "C", "C", "O", "C", "N", "H", "H", "H", "H", "H", "H", "H", "H", "H", "H", "H", "H", "C", "C", "C", "O", "C", "N", "H", "H", "H", "H", "H", "H", "H", "H", "H", "H", "H", "H", "C", "C", "C", "O", "C", "N", "H", "H", "H", "H", "H", "H", "H", "H", "H", "H", "H", "H", "Cl", "O", "O", "O", "O", "Cl", "C", "C", "Cl", "H", "H", "H", "H", "C", "Cl", "Cl", "Cl", "H"], "xyz": [[-32.982, 4.203, -5.243], [-38.037, 4.216, -5.314], [-36.840, 4.858, -6.094], [-35.981, 5.904, -5.384], [-36.853, 6.814, -4.643], [-36.215, 7.969, -3.915], [-35.856, 3.918, -6.850], [-35.417, 3.276, -6.205], [-36.404, 3.392, -7.516], [-35.106, 4.380, -7.344], [-37.818, 3.467, -4.553], [-38.779, 3.739, -5.953], [-38.435, 4.999, -4.667], [-37.241, 5.394, -6.954], [-35.439, 6.524, -6.099], [-35.326, 5.353, -4.709], [-35.368, 7.781, -3.254], [-36.952, 8.617, -3.441], [-35.776, 8.560, -4.719], [-31.134, 8.133, -7.739], [-30.788, 6.947, -6.888], [-31.853, 6.613, -5.787], [-31.501, 5.449, -5.083], [-30.550, 5.582, -3.977], [-30.587, 5.723, -7.796], [-30.442, 4.841, -7.326], [-31.465, 5.488, -8.237], [-29.887, 5.774, -8.522], [-31.542, 8.933, -7.121], [-31.887, 7.908, -8.495], [-30.269, 8.572, -8.235], [-29.794, 6.950, -6.440], [-32.841, 6.421, -6.206], [-31.987, 7.478, -5.138], [-31.004, 6.032, -3.095], [-29.670, 6.124, -4.325], [-30.183, 4.572, -3.796], [-35.280, 0.747, -2.176], [-36.281, 1.765, -2.650], [-36.251, 3.130, -1.932], [-37.127, 4.103, -2.552], [-37.038, 5.433, -1.999], [-36.291, 1.914, -4.155], [-36.855, 1.261, -4.680], [-36.653, 2.848, -4.286], [-35.352, 1.939, -4.527], [-34.275, 1.167, -2.225], [-35.367, -0.199, -2.711], [-35.676, 0.421, -1.214], [-37.308, 1.402, -2.620], [-35.215, 3.467, -1.883], [-36.639, 2.926, -0.935], [-37.563, 5.596, -1.058], [-37.367, 6.099, -2.797], [-36.013, 5.652, -1.700], [-33.246, 5.338, -2.801], [-32.993, 6.468, -3.658], [-34.503, 4.814, -3.224], [-32.274, 4.313, -3.211], [-33.211, 5.695, -1.433], [-36.708, 7.439, -0.098], [-34.992, 7.528, -0.649], [-34.823, 8.388, -1.872], [-35.022, 10.135, -1.466], [-34.675, 6.495, -0.791], [-34.404, 7.820, 0.222], [-35.577, 8.115, -2.610], [-33.845, 8.433, -2.352], [-30.694, 5.953, 0.029], [-30.159, 4.874, 1.373], [-29.271, 6.358, -0.879], [-31.430, 7.316, 0.803], [-31.508, 5.501, -0.538]], "lowdin_charge": [0.83, 0.03, -0.21, -0.16, -0.11, 0.04, 0.23, 0.08, 0.18, 0.14, 0.04, 0.12, 0.11, 0.16, 0.14, 0.06, 0.02, 0.16, 0.15, -0.01, -0.25, -0.18, -0.32, -0.03, 0.24, 0.16, 0.16, 0.19, 0.11, 0.10, 0.12, 0.16, 0.11, 0.15, 0.06, 0.12, 0.13, 0.00, -0.29, -0.13, -0.19, -0.13, 0.21, 0.19, 0.06, 0.14, 0.10, 0.11, 0.12, 0.17, 0.10, 0.16, 0.05, 0.08, 0.03, 0.75, -0.34, -0.39, -0.34, -0.26, 0.75, -0.56, -0.59, 0.78, 0.03, 0.09, -0.07, 0.09, -1.56, 0.59, 0.63, 0.62, -0.04], "charge": 4, "max_force_ev_per_a": 7.716, "total_energy_ev": -110495.15826}